Arrangement one

Molecular formula: C2H8N3
Method: DFT, ωB97M-V with the def2-TZVPD basis set

Properties
HOMO	-15.20	eV
lowest unoccupied orbital energy	-3.201	eV
net charge	+1
Kohn-Sham gap	12.00	eV

Cartesian coordinates (Å):
1 H -0.876 2.488 0.088
2 N -0.550 -1.308 0.330
3 H -1.795 1.125 -0.661
4 H -1.486 1.071 1.069
5 C 0.436 -0.483 -0.025
6 H -0.401 -2.267 0.582
7 H 0.986 1.404 -0.473
8 H -1.453 -0.914 0.134
9 N 0.261 0.840 -0.073
10 H 1.934 -1.888 -0.056
11 H 2.322 -0.584 -0.877
12 C -1.086 1.425 0.113
13 N 1.708 -0.910 -0.151


Arrangement two

Molecular formula: C2H8N3
Method: DFT, ωB97M-V with the def2-TZVPD basis set

Properties
HOMO	-14.87	eV
lowest unoccupied orbital energy	-3.709	eV
net charge	+1
Kohn-Sham gap	11.16	eV

Cartesian coordinates (Å):
1 H -1.594 1.176 1.143
2 N 0.787 0.528 0.454
3 C 0.377 1.276 1.435
4 H 1.058 2.054 1.751
5 N -0.888 1.340 1.847
6 H -1.143 2.145 2.408
7 C 0.066 -1.698 -2.151
8 H -1.046 -2.212 -0.753
9 H -0.369 -2.394 -2.862
10 N -0.203 -1.653 -0.903
11 H 0.695 -0.894 -2.548
12 H 0.454 -0.194 -0.255
13 H 1.804 0.526 0.434


What should be chosen as the most stable of them? Choose arrangement one.